# 1
Here is a molecular structure, C39H47As2ClCoO7SSb2 from OMol25. Energies are from ωB97M-V/def2-TZVPD.

The geometry in XYZ format:
```
100
Properties=species:S:1:pos:R:3:mulliken_spin:R:1
Sb 0.4620 -2.6196 -2.8488 0.0257
Sb -1.5834 -0.7339 2.1426 0.0040
As -1.3116 2.8371 0.4734 0.0004
As 1.3403 0.5120 -0.3858 -0.0358
Co -0.1017 -1.4134 -0.4368 1.1072
Cl -2.3465 -0.2516 -2.4366 0.0036
S -2.5628 -3.1146 0.5993 -0.0055
O -3.7165 -2.3133 0.3151 -0.0022
O -1.4455 -3.0353 -0.3334 0.0134
O -2.0547 -2.7779 2.0121 0.0009
O -3.4662 0.6174 -2.3059 -0.0003
O -1.3957 0.2423 -3.4007 -0.0002
O -2.7281 -1.5888 -2.7564 -0.0008
O -1.6652 -0.2463 -1.1021 -0.0254
C -4.1782 3.0724 0.4148 -0.0002
C -0.5924 4.6991 2.5363 0.0001
C -0.8719 -4.1285 -3.5504 0.0083
C 0.6137 6.7664 2.3362 -0.0001
C -3.0047 -4.8093 0.7089 0.0002
C -0.4850 2.7083 -1.3111 0.0039
C -3.1006 4.5850 -1.0978 -0.0002
C 0.7012 -4.6977 1.4216 -0.0247
C 1.3418 -2.4884 0.4345 -0.1201
C 4.2370 0.0172 -0.3987 0.0007
C 3.1469 -0.0947 -2.5341 -0.0018
C 0.1887 5.4145 0.3912 0.0005
C -0.8972 -1.0979 4.1306 0.0101
C -5.4997 4.5346 -0.9543 0.0003
C -0.0586 5.8396 3.1191 -0.0003
C 5.4951 -0.5720 -2.3653 0.0001
C 1.9136 1.2424 1.3323 0.0148
C 1.2107 -6.0349 -0.9247 0.0143
C 5.4376 -0.3380 -0.9996 0.0001
C 0.4746 -6.0639 1.3521 0.0102
C 1.9793 -3.9478 -2.0654 -0.0048
C 4.3468 -0.4467 -3.1345 0.0014
C 1.4600 -4.6660 -0.8614 -0.0209
C -4.3377 5.0570 -1.5066 -0.0001
C 2.7927 3.0077 2.7257 -0.0002
C -3.5275 -0.1441 2.7538 0.0187
C 3.0830 0.1399 -1.1629 0.0055
C 0.9167 2.1245 -1.4206 -0.0181
C -5.4195 3.5426 0.0088 -0.0003
C 1.1742 -3.9687 0.3304 0.0180
C 0.7170 -6.7380 0.1642 -0.0174
C 1.4358 -2.2551 -4.7228 0.0185
C 2.3315 2.5596 1.4956 0.0002
C 2.4400 0.8275 3.6577 0.0012
C 2.8448 2.1456 3.8107 -0.0005
C 1.9817 0.3824 2.4261 0.0067
C -0.4809 4.4732 1.1671 0.0022
C 0.7391 6.5497 0.9709 0.0000
C -3.0097 3.5846 -0.1339 0.0001
H 2.2541 -0.0018 -3.1428 -0.0023
H 2.3124 -2.1973 0.0191 -0.0041
H 2.3040 3.2630 0.6754 -0.0001
H 1.3702 -2.2345 1.5025 0.0018
H 1.1073 1.8523 -2.4612 -0.0009
H 2.2887 -4.6469 -2.8431 0.0012
H -3.9240 -0.8894 3.4425 0.0011
H 4.3843 -0.6242 -4.2018 0.0001
H 2.3776 -1.7316 -4.5754 -0.0039
H 0.7960 -1.6647 -5.3759 0.0010
H 6.3304 -0.4330 -0.3954 -0.0001
H 1.4253 -6.5622 -1.8477 0.0001
H -1.1264 -3.9299 -4.5902 0.0000
H -0.3830 -5.0988 -3.4696 -0.0003
H 3.1017 4.0391 2.8323 -0.0001
H -3.5986 -4.9477 1.6078 0.0004
H -6.4650 4.8994 -1.2800 0.0000
H -4.1191 2.2871 1.1566 0.0005
H 6.4319 -0.8501 -2.8294 0.0000
H 1.6364 -3.2188 -5.1895 0.0007
H -0.1596 5.9992 4.1852 0.0000
H 0.1549 -1.3734 4.1484 -0.0009
H 1.2606 7.2703 0.3535 -0.0001
H 0.4979 -4.1709 2.3479 0.0000
H 3.2046 2.4972 4.7686 -0.0002
H -4.3965 5.8324 -2.2593 -0.0001
H 1.6947 -0.6558 2.3092 -0.0040
H -0.4799 3.6909 -1.7839 -0.0007
H 2.8315 -3.3097 -1.8202 0.0001
H 1.6808 2.8579 -1.1576 0.0010
H -1.7786 -4.1118 -2.9534 0.0003
H 2.4884 0.1419 4.4943 0.0003
H -2.0954 -5.4062 0.7301 -0.0005
H -6.3215 3.1252 0.4361 -0.0001
H 4.2081 0.1947 0.6698 0.0000
H -1.0967 3.9667 3.1584 -0.0001
H 0.5429 -7.8035 0.0891 -0.0012
H 1.0383 7.6544 2.7862 0.0001
H -3.4528 0.8177 3.2622 -0.0003
H 0.1155 -6.5990 2.2227 0.0001
H 0.2970 5.2709 -0.6767 -0.0002
H -2.2060 5.0072 -1.5374 -0.0001
H -1.4932 -1.9112 4.5429 0.0008
H -1.1870 2.1000 -1.8741 -0.0005
H -3.5982 -5.0217 -0.1773 -0.0001
H -4.1744 -0.0654 1.8842 0.0000
H -1.0443 -0.2040 4.7363 -0.0006
```

Properties
- HOMO energy (alpha / beta) (eV) = -7.450 / -7.751
- energy above the lowest of the compared OMol25 structures with the same formula, charge and spin (kJ/mol) = 0.00
- lowest unoccupied orbital energy (alpha / beta) (eV) = 0.137 / 0.138
- spin multiplicity = 2

---

# 2
Here is a molecular structure, C5H8N2O from OMol25. Energies are from ωB97M-V/def2-TZVPD.

The geometry in XYZ format:
```
16
Properties=species:S:1:pos:R:3:nbo_charge:R:1
O -2.0956 -1.2557 0.0466 -0.4915
N -1.8056 1.5042 -0.1052 -0.6220
N -0.9323 -0.6817 -0.4525 -0.1436
C 1.0418 -0.0282 1.0441 -0.4112
C -0.7443 0.8035 -0.1169 0.3970
C 0.7030 0.9670 -0.0706 -0.2848
C 1.1936 -0.1934 -0.9962 -0.3938
C 0.5839 -0.9976 -0.0555 -0.1176
H -2.9400 -0.0247 0.6939 0.2971
H 0.3741 -2.2129 0.1240 0.2412
H 2.2591 -0.0051 0.9409 0.2136
H 0.6764 -0.4399 2.2312 0.2612
H -2.6591 0.8260 -0.3240 0.3270
H 0.9356 2.1323 -0.0683 0.2627
H 2.3615 0.0539 -0.9030 0.2215
H 1.0479 -0.4477 -1.9886 0.2430
```

Properties
- HOMO energy (eV) = -8.634
- energy above the lowest of the compared OMol25 structures with the same formula, charge and spin (kJ/mol) = 1000.44
- lowest unoccupied orbital energy (eV) = -0.432
- spin multiplicity = 1

---

# 3
Here is C4H6OS3 in the gas phase from OMol25. Energies are from ωB97M-V/def2-TZVPD.

The geometry in XYZ format:
```
14
Properties=species:S:1:pos:R:3:nbo_charge:R:1
S 2.8588 -0.1464 0.9594 0.1369
S 0.6947 -1.2265 -0.7466 0.3417
S -3.3390 0.2973 0.5101 -0.0224
O 0.2663 1.8558 -0.8629 -0.4850
C 1.6130 0.1087 -0.0418 -0.4382
C -1.0267 -0.7593 -0.7404 -0.5611
C 1.3027 1.5061 -0.4713 0.3759
C -1.6280 -0.3139 0.5795 -0.5323
H -1.1135 0.6219 0.9072 0.2314
H -1.4734 -1.0218 1.3707 0.2238
H 2.1991 2.1702 -0.4706 0.1301
H -1.4747 -1.7277 -1.1163 0.2331
H -1.2579 -0.0565 -1.5073 0.2439
H -4.0076 -0.8702 0.1970 0.1223
```

Properties
- HOMO energy (eV) = -9.258
- energy above the lowest of the compared OMol25 structures with the same formula, charge and spin (kJ/mol) = 95.53
- structure (SMILES) = O=CC(=S)SCCS
- lowest unoccupied orbital energy (eV) = -1.447
- spin multiplicity = 1

---

# 4
Here is 2 unconnected molecules or ions with the total composition C12H23F3NO5S from OMol25. Energies are from ωB97M-V/def2-TZVPD.

The geometry in XYZ format:
```
45
Properties=species:S:1:pos:R:3:nbo_charge:R:1
S -1.6762 -1.5965 3.4306 2.1775
F 4.5093 2.9310 -4.6125 -0.3059
F 3.8655 0.9808 -3.7370 -0.3099
F 4.8940 2.5924 -2.4423 -0.3081
O 1.2599 -0.7052 0.6988 -0.7359
O -1.9656 -0.4485 4.2560 -0.9248
O -0.2130 -0.2563 -4.6622 -0.4963
O -0.9176 -1.4882 2.1995 -1.0024
O 2.7296 2.9899 -3.2559 -0.5091
N 0.5149 2.7198 -2.2153 -0.3988
C -3.0756 -3.8280 3.7972 -0.4021
C -0.9403 -2.8595 4.4527 -0.6725
C -3.2051 -2.4683 3.1072 -0.6777
C 0.5321 0.9369 -4.1502 0.0329
C -0.3678 2.0022 -3.1695 -0.2894
C 3.9516 2.3415 -3.4555 1.1648
C 1.9647 2.3862 -2.1724 0.0529
C -2.1277 -3.6510 4.9854 -0.4080
C 0.7897 -0.5589 -3.4710 -0.1731
C 1.1504 0.7398 0.6713 -0.0721
C -0.0930 2.6239 -0.8080 -0.2290
C -0.1128 1.1461 -0.2180 -0.4941
H 0.4447 3.3388 -0.0962 0.2494
H 1.0057 1.0744 1.7498 0.1985
H -0.3084 -3.4800 3.8135 0.2445
H 1.7435 -1.0707 -3.8141 0.2377
H -1.2130 1.3841 -2.7488 0.2664
H 0.3990 -1.0570 1.0225 0.5062
H -4.0510 -4.2044 4.1110 0.2366
H -1.8154 -4.6104 5.4010 0.2379
H -0.3423 -2.3996 5.2387 0.2652
H -1.0346 1.0804 0.4667 0.2613
H -0.8088 2.7152 -3.9372 0.2550
H 2.3673 2.9142 -1.2293 0.2242
H 2.1978 1.2884 -1.9942 0.2668
H -2.6521 -4.5566 3.0989 0.2130
H -0.2639 0.3235 -0.9961 0.2369
H 1.4091 1.3980 -4.8027 0.2456
H -2.6295 -3.0863 5.7773 0.2217
H 2.1378 1.1606 0.2868 0.1671
H 0.4636 3.7383 -2.4346 0.4562
H 0.0311 -0.9777 -2.7484 0.2338
H -4.0229 -1.8818 3.5284 0.2569
H -1.1842 2.9526 -0.9524 0.2481
H -3.3401 -2.5741 2.0305 0.2522
```

Properties
- total charge = +1
- HOMO energy (eV) = -12.947
- lowest unoccupied orbital energy (eV) = -3.030
- spin multiplicity = 1

---

# 5
Here is a gas-phase ion, C3H3N2O4S (charge -1) from OMol25. Energies are from ωB97M-V/def2-TZVPD.

The geometry in XYZ format:
```
13
Properties=species:S:1:pos:R:3:nbo_charge:R:1
S 0.1657 -1.1868 0.0389 2.2118
O 1.3959 1.5015 1.1991 -0.7248
O 1.8453 2.0920 -0.8911 -0.6618
O 0.2963 -2.0658 1.1919 -0.9704
O -0.3678 -1.9026 -1.1092 -0.9599
N -0.9213 0.0892 0.4604 -1.0103
N 3.7837 -1.6700 0.6396 -0.3622
C 1.7682 -0.4140 -0.4112 -0.7419
C 1.7096 1.3671 0.0410 0.8824
C 2.8732 -1.1297 0.2011 0.3020
H -1.4682 -0.4082 1.1140 0.3731
H -0.3865 0.7452 0.9239 0.4051
H 1.5703 -0.7011 -1.3923 0.2568
```

Properties
- total charge = -1
- HOMO energy (eV) = -5.864
- energy above the lowest of the compared OMol25 structures with the same formula, charge and spin (kJ/mol) = 63.08
- structure (SMILES) = N#C[C@H](C(=O)[O-])S(N)(=O)=O
- lowest unoccupied orbital energy (eV) = 3.435
- spin multiplicity = 1

---

# 6
Here is a molecular structure, C24H59AlFO6 from OMol25. Energies are from ωB97M-V/def2-TZVPD.

The geometry in XYZ format:
```
91
Properties=species:S:1:pos:R:3:mulliken_charge:R:1
Al 0.4974 0.5812 2.2630 0.1128
F 2.9901 -0.4040 4.9074 -0.3539
O -4.3295 6.0694 -4.6052 -0.5791
O -0.3469 -3.1109 6.8092 -0.5387
O -2.1656 -2.6526 -3.6120 -0.4152
O -1.7566 0.0511 -1.3164 -0.2666
O 1.3018 3.5632 0.6174 -0.4390
O 3.6992 -1.9470 -2.1036 -0.5171
C 1.0599 -5.0627 6.5831 -1.5238
C -2.6292 -3.4400 -5.8541 -1.3194
C -4.1287 0.3820 -1.6517 -1.3678
C -3.9432 5.0771 -3.6497 0.5454
C -2.7188 0.8755 -1.9484 0.5372
C 4.7240 -4.1398 -2.1756 -1.2899
C 2.0511 -2.7653 6.8573 -1.1839
C 1.5512 4.6788 -1.5116 -1.3148
C 4.6209 -2.8116 -0.0414 -1.1878
C 3.5088 4.3669 0.0447 -1.4892
C -0.3607 -1.0444 3.1292 -0.9367
C 4.7388 -2.7484 -1.5559 0.3934
C -3.5420 -4.6333 -3.8310 -1.4189
C -2.4504 0.9272 -3.4443 -0.9321
C 1.0868 0.9246 5.4770 -1.0958
C 2.3859 0.8606 4.6874 0.5009
C 2.2333 1.1161 3.1907 -0.7952
C 0.8992 -3.5774 6.2887 0.6759
C 2.1962 3.7845 -0.4609 0.7316
C -2.5093 5.3064 -3.2003 -0.9931
C -0.9603 -1.9297 3.6974 0.3189
C -4.9044 5.0702 -2.4715 -1.2482
C -3.1407 -3.2936 -4.4290 0.5067
C 0.9928 -0.0143 0.3753 -0.4872
H -2.4100 6.2815 -2.7143 0.3919
H -4.2970 0.3460 -0.5754 0.3540
H 3.3358 5.3394 0.5167 0.3573
H -4.8843 1.0292 -2.1051 0.3862
H 2.2122 4.8341 -2.3672 0.3937
H -1.3795 -3.2099 -3.5854 0.2734
H 1.1042 4.4111 1.0301 0.2439
H 0.2274 -5.6280 6.1618 0.3526
H 2.8554 -2.3378 -1.8487 0.3295
H -0.3249 -3.2307 7.7649 0.3304
H 4.6355 -1.8102 0.3873 0.2671
H -2.1825 4.5393 -2.4969 0.1449
H 1.9245 -1.7093 6.6282 0.1033
H 0.6612 -0.0724 5.5550 0.1223
H 3.0067 -3.0912 6.4443 0.3503
H -4.2744 6.9260 -4.1677 0.3562
H -4.8790 6.0345 -1.9558 0.3729
H -5.9266 4.9027 -2.8124 0.3146
H -1.4374 1.2814 -3.6401 0.2919
H 2.0898 -2.8741 7.9475 0.3973
H 3.0805 1.5893 5.1252 0.2350
H 3.0678 0.6359 2.6731 0.3374
H -1.7385 -4.0741 -5.8739 0.3363
H -3.3838 -3.8895 -6.5016 0.3809
H -1.8363 5.3003 -4.0581 0.3397
H -1.8406 -0.8375 -1.6845 0.2130
H 0.6201 4.2359 -1.8666 0.2015
H 3.6721 -3.2719 0.2458 0.3217
H 1.2625 1.2915 6.4899 0.3813
H -4.6436 4.2920 -1.7530 0.3316
H -2.5855 1.8683 -1.5122 0.1558
H 3.7817 -4.6444 -1.9451 0.3202
H -4.0123 4.1242 -4.1760 0.0394
H 5.6668 -2.2435 -1.8312 0.2622
H 2.3642 2.1902 3.0311 0.2431
H -2.3527 -2.4677 -6.2622 0.3179
H -3.1564 1.5813 -3.9644 0.3121
H 1.9909 -5.4498 6.1655 0.3673
H -0.5478 1.8197 2.2332 -0.3850
H 1.0687 -5.2394 7.6638 0.3491
H 5.4333 -3.3941 0.3981 0.4063
H -1.5748 -2.6608 4.1653 0.4730
H 4.2256 4.5029 -0.7683 0.3927
H 0.2534 -0.7581 0.0786 0.0718
H -2.6790 -5.3038 -3.7897 0.3565
H 0.8434 -3.4196 5.2116 0.2439
H 1.9480 -0.5459 0.4414 0.0362
H 1.0274 0.7975 -0.3466 0.0919
H -3.9082 -4.5025 -2.8129 0.3350
H -4.0016 -2.6228 -4.4218 0.2577
H -4.2615 -0.6307 -2.0442 0.2504
H 1.3107 5.6560 -1.0806 0.3572
H 3.9484 3.7078 0.7933 0.3231
H -2.5310 -0.0777 -3.8676 0.0490
H 4.8106 -4.0769 -3.2613 0.3172
H 2.3810 2.7971 -0.8863 0.2239
H -4.3212 -5.1146 -4.4242 0.3912
H 0.3671 1.5680 4.9789 0.2376
H 5.5421 -4.7540 -1.7944 0.3619
```

Properties
- total charge = -1
- HOMO energy (eV) = -4.389
- lowest unoccupied orbital energy (eV) = 2.299
- spin multiplicity = 1